(1)
Below is a structure of composition C6H6 at a distorted geometry, with properties calculated with ωB97M-V/def2-TZVPD.

energy relative to the best compared isomer or geometry (same formula, charge and spin): 1.278 eV
HOMO energy (alpha / beta): -7.0 / -8.6 eV

The geometry in ORCA input format:
```
! wB97M-V def2-TZVPD RIJCOSX def2/J DEFGRID3
* xyz 0 3
C 0.740 0.637 0.725
C 0.139 1.651 -0.201
C 0.501 1.955 -1.364
C -1.038 0.713 -0.204
C -0.228 -0.272 0.490
C -0.285 -1.745 0.727
H 1.777 0.490 1.105
H 0.916 2.204 -2.276
H -1.558 0.621 -1.188
H -1.284 -1.941 1.057
H 0.548 -2.015 1.390
H -0.229 -2.297 -0.260
*
```

---

(2)
Below is a structure of composition C6H6BBrF4NPdS3Sb at a distorted geometry, with properties calculated with ωB97M-V/def2-TZVPD.

energy relative to the best compared isomer or geometry (same formula, charge and spin): 0.764 eV
HOMO energy (alpha / beta): -13.1 / -13.0 eV

The geometry in ORCA input format:
```
! wB97M-V def2-TZVPD RIJCOSX def2/J DEFGRID3
* xyz 1 2
Pd -1.388 -0.455 1.299
C 1.956 0.033 -3.420
C 1.425 0.637 -2.170
C 1.829 1.891 -1.708
C 1.268 2.431 -0.563
C 0.326 1.675 0.110
Br -0.587 2.345 1.649
N -0.042 0.460 -0.294
C 0.493 -0.055 -1.396
H 2.621 0.723 -3.929
H 1.144 -0.233 -4.095
H 2.503 -0.880 -3.191
H 2.569 2.467 -2.244
H 1.537 3.411 -0.200
H 0.157 -1.042 -1.687
S -4.176 -2.878 2.886
Sb -4.290 -1.929 0.721
S -2.019 -2.441 -0.086
S -3.630 0.382 1.226
F -1.611 -0.755 3.603
B -0.286 -1.346 3.508
F -0.487 -2.367 2.548
F 0.453 -0.358 2.780
F 0.233 -1.716 4.653
*
```

---

(3)
Below is a cluster of 2 separate species, C6H6BF5N2O in total at a distorted geometry, with properties calculated with ωB97M-V/def2-TZVPD.

HOMO energy: -9.4 eV

The geometry in ORCA input format:
```
! wB97M-V def2-TZVPD RIJCOSX def2/J DEFGRID3
* xyz 0 1
O 1.617 0.305 1.228
C 0.811 -0.292 0.662
F 0.373 -1.500 1.051
C 0.125 0.174 -0.590
N -1.340 -0.051 -0.433
C -1.864 -1.198 -0.854
C -3.225 -1.421 -0.659
C -3.926 -0.421 -0.041
C -3.274 0.739 0.376
N -1.981 0.924 0.171
H 0.480 -0.373 -1.455
H 0.311 1.230 -0.724
H -1.224 -1.931 -1.310
H -3.683 -2.338 -0.983
H -4.987 -0.515 0.126
H -3.806 1.526 0.883
B 5.131 1.031 0.515
F 4.145 1.938 0.045
F 5.353 1.248 1.882
F 4.648 -0.288 0.316
F 6.318 1.213 -0.206
*
```

---

(4)
Below is an isolated molecule of C6H6Br2N2O2 at a distorted geometry, with properties calculated with ωB97M-V/def2-TZVPD.

SMILES: N\C=C(Br)/C=C\C=C(\Br)[N+](=O)[O-]
energy relative to the best compared isomer or geometry (same formula, charge and spin): 2.155 eV
HOMO energy: -8.4 eV

The geometry in ORCA input format:
```
! wB97M-V def2-TZVPD RIJCOSX def2/J DEFGRID3
* xyz 0 1
N -0.025 1.286 0.978
C -0.251 0.062 1.555
C -0.701 -1.066 1.036
Br -0.999 -2.475 2.298
C -0.821 -1.408 -0.340
C 0.135 -0.902 -1.222
C 1.318 -0.213 -0.747
C 1.968 0.839 -1.302
Br 3.750 1.426 -0.943
N 1.370 1.531 -2.424
O 2.101 2.107 -3.148
O 0.180 1.553 -2.439
H -0.656 1.428 0.184
H 0.210 2.051 1.602
H 0.048 0.099 2.730
H -1.511 -2.185 -0.645
H 0.083 -0.900 -2.408
H 1.898 -0.599 0.076
*
```

---

(5)
Below is the ion C6H6BrO4 with charge -1 at a distorted geometry, with properties calculated with ωB97M-V/def2-TZVPD.

SMILES: CC(=O)C(=O)O/C([O-])=C(/C)Br
energy relative to the best compared isomer or geometry (same formula, charge and spin): 0.000 eV
HOMO energy: -4.0 eV

The geometry in ORCA input format:
```
! wB97M-V def2-TZVPD RIJCOSX def2/J DEFGRID3
* xyz -1 1
C -1.231 -0.231 1.533
C -0.662 -0.955 0.371
O -1.581 -1.381 -0.435
C 0.768 -1.666 0.397
O 1.281 -2.048 1.420
O 1.569 -1.594 -0.703
C 1.343 -0.378 -1.325
O 1.516 -0.346 -2.521
C 0.602 0.481 -0.414
C -0.160 1.617 -1.104
Br 1.585 1.086 1.151
H -0.514 0.237 2.180
H -1.872 -0.798 2.207
H -2.039 0.254 0.989
H -0.974 1.162 -1.613
H 0.702 2.136 -1.755
H -0.333 2.425 -0.380
*
```

---

(6)
Below is an isolated molecule of C6H6Cl2F3NO2 at a distorted geometry, with properties calculated with ωB97M-V/def2-TZVPD.

SMILES: O=C(O)[C@@]1(Cl)N[C@H](C(F)(F)F)C[C@@H]1Cl
energy relative to the best compared isomer or geometry (same formula, charge and spin): 0.000 eV
HOMO energy: -10.7 eV

The geometry in ORCA input format:
```
! wB97M-V def2-TZVPD RIJCOSX def2/J DEFGRID3
* xyz 0 1
O -2.625 1.352 0.943
C -2.135 1.120 -0.117
O -2.116 1.801 -1.258
C -1.338 -0.179 -0.263
Cl -2.480 -1.236 -1.064
N -0.074 0.055 -1.078
C 0.993 0.396 -0.165
C 2.266 -0.333 -0.408
F 3.150 -0.238 0.642
F 2.145 -1.609 -0.758
F 2.940 0.314 -1.452
C 0.526 0.087 1.312
C -0.772 -0.728 1.078
Cl -0.358 -2.454 0.772
H -1.430 1.414 -1.874
H 0.182 -0.732 -1.498
H 1.167 1.424 -0.285
H 0.413 0.929 1.852
H 1.172 -0.648 1.714
H -1.627 -0.738 1.907
*
```

---

(7)
Below is a cluster of 2 separate species, C6H6Cl2O in total at a distorted geometry, with properties calculated with ωB97M-V/def2-TZVPD.

SMILES: Clc1ccccc1Cl.O
energy relative to the best compared isomer or geometry (same formula, charge and spin): 0.812 eV
HOMO energy: -9.3 eV

The geometry in ORCA input format:
```
! wB97M-V def2-TZVPD RIJCOSX def2/J DEFGRID3
* xyz 0 1
Cl 0.557 -2.390 -2.045
C 0.033 -0.909 -1.233
C 0.575 -0.417 -0.050
C 0.104 0.765 0.547
C -0.994 1.437 -0.127
C -1.487 0.956 -1.319
C -1.013 -0.223 -1.850
Cl -1.815 -0.711 -3.316
H 1.308 -0.910 0.602
H 0.702 1.051 1.423
H -1.428 2.348 0.306
H -2.269 1.569 -1.788
O 1.620 -1.069 3.128
H 1.930 -1.133 2.196
H 2.179 -0.365 3.527
*
```

---

(8)
Below is a cluster of 2 separate species, C6H6Cl2PS in total at a distorted geometry, with properties calculated with ωB97M-V/def2-TZVPD.

energy relative to the best compared isomer or geometry (same formula, charge and spin): 2.928 eV
HOMO energy (alpha / beta): -13.2 / -13.0 eV

The geometry in ORCA input format:
```
! wB97M-V def2-TZVPD RIJCOSX def2/J DEFGRID3
* xyz 1 1
C 2.260 1.066 -0.079
C 1.388 1.433 1.005
C 1.821 0.246 -1.086
C 0.066 0.971 1.030
C 0.546 -0.240 -1.038
C -0.386 0.163 -0.018
P -2.185 -0.238 -0.154
S -2.894 -3.900 0.555
Cl -3.114 0.682 1.323
Cl -2.696 0.725 -1.844
H 3.308 1.522 -0.050
H 1.757 2.215 1.560
H 2.509 -0.217 -1.728
H -0.607 1.369 1.891
H 0.211 -0.920 -1.843
H -1.985 -4.876 0.477
*
```

---

(9)
Below is a structure of composition C6H6Cl3F2O6Pd at a distorted geometry, with properties calculated with ωB97M-V/def2-TZVPD.

HOMO energy (alpha / beta): -5.3 / -4.7 eV

The geometry in ORCA input format:
```
! wB97M-V def2-TZVPD RIJCOSX def2/J DEFGRID3
* xyz -1 3
Pd -13.197 -16.920 5.071
Cl -14.712 -15.453 1.614
Cl -9.517 -17.790 6.719
Cl -15.698 -18.502 7.739
C -14.087 -24.800 0.320
C -13.068 -24.107 -0.559
O -12.809 -22.878 0.148
C -13.459 -22.857 1.299
O -13.383 -21.953 2.114
O -14.214 -23.956 1.437
F -13.614 -23.675 -1.696
H -13.763 -25.785 0.658
H -14.980 -24.863 -0.302
H -12.147 -24.620 -0.835
C -15.925 -10.411 9.663
C -14.521 -9.826 9.875
O -13.764 -10.448 8.806
C -14.441 -11.568 8.452
O -13.994 -12.394 7.686
O -15.710 -11.495 8.809
F -13.990 -10.199 11.048
H -16.665 -9.751 9.209
H -16.180 -10.811 10.644
H -14.437 -8.748 9.734
*
```

---

(10)
Below is a cluster of 2 separate species, C6H6ClISi in total at a distorted geometry, with properties calculated with ωB97M-V/def2-TZVPD.

energy relative to the best compared isomer or geometry (same formula, charge and spin): 3.100 eV
HOMO energy (alpha / beta): -9.6 / -6.7 eV

The geometry in ORCA input format:
```
! wB97M-V def2-TZVPD RIJCOSX def2/J DEFGRID3
* xyz 0 1
C -1.149 -1.575 0.035
C 0.234 -1.453 0.274
C -1.932 -0.458 -0.262
C 0.792 -0.223 0.194
C -1.382 0.803 -0.207
C -0.018 0.911 -0.003
Si 0.912 2.475 0.242
Cl 2.644 2.424 1.272
I 3.500 -2.636 -1.363
H -1.617 -2.502 0.154
H 0.896 -2.217 0.549
H -2.747 -0.543 -0.805
H 1.838 -0.295 0.017
H -2.010 1.633 -0.459
H 0.040 3.655 0.364
*
```

---

(11)
Below is a structure of composition C6H6F2IN at a distorted geometry, with properties calculated with ωB97M-V/def2-TZVPD.

HOMO energy: -9.5 eV

The geometry in ORCA input format:
```
! wB97M-V def2-TZVPD RIJCOSX def2/J DEFGRID3
* xyz 0 1
C -2.156 -0.521 -1.012
C -0.956 -0.783 -0.448
C -2.285 0.639 -1.870
C -0.234 1.565 -0.971
C 0.239 0.178 -0.585
C 1.176 0.137 0.649
N -1.423 1.551 -2.029
F -3.211 0.599 -2.796
F -0.778 2.129 0.116
I 1.219 -0.792 -2.342
H -2.995 -1.189 -1.054
H -0.934 -1.776 -0.019
H 0.609 1.994 -1.464
H 1.962 1.040 0.510
H 1.620 -0.843 0.607
H 0.491 0.389 1.593
*
```

---

(12)
Below is the ion C6H6F2NO4S with charge -1 at a distorted geometry, with properties calculated with ωB97M-V/def2-TZVPD.

SMILES: C/C(=C\CC(F)(F)N=S(=O)=O)C(=O)[O-]
HOMO energy: -4.1 eV

The geometry in ORCA input format:
```
! wB97M-V def2-TZVPD RIJCOSX def2/J DEFGRID3
* xyz -1 1
C 2.213 1.055 0.386
C 1.806 -0.421 0.085
C 0.587 -0.916 0.013
C -0.738 -0.111 0.352
C -1.673 -0.358 -0.790
F -1.032 -0.203 -2.005
F -2.268 -1.552 -0.794
N -2.823 0.774 -0.895
S -3.823 0.846 0.272
O -4.839 1.864 0.087
O -3.345 0.632 1.640
C 3.121 -1.170 -0.348
O 3.658 -1.748 0.585
O 3.356 -0.959 -1.563
H 1.230 1.405 0.678
H 3.015 0.910 1.079
H 2.768 1.586 -0.465
H 0.364 -1.937 -0.185
H -1.085 -0.571 1.234
H -0.491 0.875 0.635
*
```